Entry i
Entry from OMol25: a 3-piece molecular cluster, C4H9N overall (ωB97M-V/def2-TZVPD).

Computed properties:
Frontier orbital gap: 10.16 eV
HOMO energy: -9.21 eV
Structure (SMILES): [H][H].C=CC.C#N
Lowest unoccupied orbital energy: 0.95 eV

Atoms and positions in Å:
C1 2.47260 1.92724 -0.72036
C2 -0.58909 -0.19901 -0.78410
C3 -1.67638 0.02934 1.46044
C4 -0.66822 0.43244 0.45178
N1 2.50486 1.08380 -1.45650
H1 2.22399 2.67551 -0.01396
H2 -3.41539 3.66511 -1.01756
H3 0.09714 -0.03376 -1.53576
H4 -4.05939 3.76287 -1.41047
H5 -1.29267 -1.02853 -1.00777
H6 -2.22580 -0.75631 1.23657
H7 -2.24102 0.92802 1.63572
H8 -1.06784 -0.11575 2.36204
H9 0.12252 1.17352 0.73290

Atomic partial charges in e from the Löwdin method, atoms 1 to 8: -0.0902, 0.0023, -0.1155, -0.2258, 0.0761, 0.0516, -0.0013, -0.0162


Entry ii
Entry from OMol25: one molecule with the formula C4H9N (ωB97M-V/def2-TZVPD).

Computed properties:
Frontier orbital gap: 10.68 eV
HOMO energy: -9.48 eV
Structure (SMILES): CC[C@@H]1CN1
Lowest unoccupied orbital energy: 1.20 eV

Atoms and positions in Å:
C1 0.27268 1.79198 0.87159
C2 -0.48217 0.77167 -0.01363
C3 -0.07913 -0.62493 0.15906
C4 0.62953 -1.41777 -0.96417
H1 0.49134 1.23005 1.88323
H2 -0.43939 2.69616 1.06833
H3 1.32352 2.08155 0.40734
H4 -1.61045 0.76608 0.22250
H5 -0.49190 0.92960 -1.14043
H6 0.13592 -0.99192 1.20753
H7 1.28708 -2.31282 -0.77796
H8 0.77020 -0.93364 -1.90519
H9 -0.97908 -2.41954 -0.27976
N1 -0.82815 -1.56648 -0.73844

Atomic partial charges in e from the Löwdin method, atoms 1 to 8: -0.1265, -0.2979, -0.3541, -0.1337, 0.0878, 0.0876, 0.0991, 0.1300


Entry iii
Entry from OMol25: one molecule with the formula C4H9N (ωB97M-V/def2-TZVPD).

Computed properties:
Frontier orbital gap: 9.40 eV
HOMO energy: -8.25 eV
Structure (SMILES): C[C@H]1CN1C
Lowest unoccupied orbital energy: 1.15 eV

Atoms and positions in Å:
C1 0.68240 0.47028 1.62337
C2 0.10737 -0.60906 0.62827
C3 -1.27601 -0.20907 0.18294
N1 -0.25273 -0.48814 -0.74615
C4 0.24374 -0.01427 -2.01283
H1 0.30361 0.21211 2.62742
H2 1.76925 0.44750 1.66321
H3 0.40460 1.53744 1.51293
H4 0.41976 -1.62747 0.88877
H5 -1.34567 0.79868 0.60272
H6 -2.19793 -0.79378 0.14166
H7 0.22190 -0.84009 -2.74553
H8 -0.36316 0.79672 -2.43227
H9 1.28289 0.31915 -1.93451

Atomic partial charges in e from the Löwdin method, atoms 1 to 8: -0.0734, -0.2879, -0.1330, -0.1619, -0.0809, 0.0748, 0.0520, 0.0708


Which of them is the most stable? Correct choice: entry ii.


Entry i
Entry from OMol25: one molecule with the formula C4H9N (ωB97M-V/def2-TZVPD).

Computed properties:
Frontier orbital gap: 9.97 eV
HOMO energy: -8.83 eV
Structure (SMILES): CC1CNC1
Lowest unoccupied orbital energy: 1.14 eV

Atoms and positions in Å:
C1 1.64872 0.00761 -0.17515
C2 0.26761 0.02787 0.60767
C3 -0.85843 1.03865 0.08684
C4 -0.72644 -1.01783 0.11526
H1 1.56626 0.29933 -1.20598
H2 2.48105 0.73450 0.21563
H3 2.24573 -1.01654 -0.07029
H4 0.39256 -0.01481 1.70788
H5 -1.25854 1.97290 0.74961
H6 -0.69727 1.55635 -0.83792
H7 -2.13918 -0.13947 -0.99139
H8 -0.08459 -1.35703 -0.83234
H9 -1.06805 -1.92619 0.69817
N1 -1.76942 -0.16532 -0.06800

Atomic partial charges in e from the Löwdin method, atoms 1 to 8: -0.1038, -0.3002, -0.1394, -0.3174, 0.0425, 0.0867, 0.1057, 0.1265


Entry ii
Entry from OMol25: one molecule with the formula C4H9N (ωB97M-V/def2-TZVPD).

Computed properties:
Frontier orbital gap: 10.26 eV
HOMO energy: -8.99 eV
Structure (SMILES): C[C@H]1CN1C
Lowest unoccupied orbital energy: 1.27 eV

Atoms and positions in Å:
C1 1.14388 0.60779 -1.46780
C2 0.52989 0.35348 -0.11512
C3 -0.74704 0.95918 0.33062
N1 -0.68181 -0.44319 -0.04329
C4 -0.78611 -1.41943 1.03746
H1 1.82380 1.46673 -1.42498
H2 1.71565 -0.26411 -1.80422
H3 0.36999 0.81106 -2.21362
H4 1.25440 0.17969 0.68436
H5 -1.31852 1.60333 -0.33663
H6 -0.85150 1.20028 1.38953
H7 0.17632 -1.57772 1.54460
H8 -1.51488 -1.09479 1.78941
H9 -1.11408 -2.38229 0.62969

Atomic partial charges in e from the Löwdin method, atoms 1 to 8: -0.0624, -0.3652, -0.1302, -0.1318, -0.1001, 0.0740, 0.0732, 0.0773


Which of them is the most stable? Correct choice: entry ii.